Model 1:
Molecular formula: C2H8NO3
Method: DFT, ωB97M-V/def2-TZVPD

Atoms and positions in Å:
O1 2.33412 0.14840 -2.49842
C1 2.25674 -0.18233 -1.33827
O2 2.90121 -1.17325 -0.78639
C2 1.39487 0.69355 -0.41077
N1 0.22714 0.97887 -1.35104
H1 3.21484 -1.78098 -1.47993
H2 1.17201 0.39496 0.61165
H3 1.98042 1.64204 -0.15495
H4 0.59033 1.54128 -2.15006
H5 -0.29036 0.14320 -1.62196
H6 -0.49369 1.54619 -0.90643
H7 -4.55525 -1.60165 3.47871
H8 -5.73627 -1.36464 4.54153
O3 -4.99612 -0.98563 4.06631

* total charge: +1
* orbital gap: 9.3 eV
* LUMO energy: -4.1 eV



Model 2:
Molecular formula: C2H8NO3
Method: DFT, ωB97M-V/def2-TZVPD

Atoms and positions in Å:
C1 1.72144 0.84805 -0.05215
C2 -0.72969 0.33603 0.00006
N1 0.43350 0.55749 -0.68565
O1 -1.82753 0.18021 -0.68013
O2 -0.86223 0.57819 1.28649
O3 -0.87165 -2.02117 0.15549
H1 1.48303 1.68059 0.78035
H2 2.08140 0.04933 0.50651
H3 2.48205 1.19420 -0.72287
H4 0.60508 0.11422 -1.63094
H5 -0.69205 -2.93541 0.65276
H6 -1.85441 0.52287 -1.55333
H7 -0.13313 0.85682 1.87251
H8 -1.83581 -1.96141 0.07090

* total charge: +1
* orbital gap: 12.1 eV
* LUMO energy: -3.7 eV



In order of decreasing stability: model 1, model 2.



Model 1:
Molecular formula: C2H5N3OS2
Method: DFT, ωB97M-V/def2-TZVPD

Atoms and positions in Å:
C1 -2.25653 0.11976 -0.02490
C2 0.45713 -0.04940 0.12389
H1 -0.97126 1.66606 -0.25500
H2 -2.95594 2.06396 -0.82544
H3 -3.26141 -1.33421 0.51902
H4 1.73647 -1.66452 -0.27088
H5 2.72165 1.21382 1.09236
N1 -1.96914 1.33187 -0.63468
N2 -3.32599 -0.24700 0.56124
N3 1.76033 -0.70036 -0.08154
O1 0.33252 1.17025 0.49976
S1 -0.89429 -1.05607 -0.18019
S2 3.11994 0.15476 -0.05527

* orbital gap: 9.0 eV
* SMILES string: [H]/N=C(/N)SC(=O)NS
* LUMO energy: 0.2 eV



Model 2:
Molecular formula: C2H5N3OS2
Method: DFT, ωB97M-V/def2-TZVPD

Atoms and positions in Å:
C1 0.75217 0.05476 -0.87021
C2 -0.16702 0.34365 1.41863
H1 2.11289 1.06182 -2.41572
H2 0.89695 1.95364 -0.22909
H3 -0.76857 -0.98537 0.05598
H4 0.68318 0.92046 1.77026
H5 -2.80356 -0.91279 3.17135
N1 1.34343 1.22502 -0.73182
N2 -0.22975 -0.14298 0.12425
N3 -1.07012 0.23350 2.30630
O1 2.22689 1.67647 -1.65701
S1 1.08426 -1.02343 -2.12533
S2 -2.44375 -0.66712 1.85793

* orbital gap: 9.3 eV
* SMILES string: ONC(=S)N/C=N\S
* LUMO energy: 0.3 eV



Model 3:
Molecular formula: C2H5N3OS2
Method: DFT, ωB97M-V/def2-TZVPD

Atoms and positions in Å:
C1 0.34151 0.14436 0.17625
C2 -0.42623 -1.01328 0.63980
H1 1.08660 2.00318 -1.18448
H2 -1.05589 1.43702 0.86732
H3 0.12785 -1.73110 1.19523
H4 -3.56757 -1.40427 -0.90557
H5 3.90494 -0.75454 0.18835
N1 -0.48262 1.26612 0.08743
N2 -1.60634 -1.38496 0.37278
N3 1.56431 0.37498 -0.31731
O1 0.24247 2.51169 -0.04965
S1 -2.57903 -0.39131 -0.62048
S2 2.45000 -1.05790 -0.44967

* orbital gap: 8.4 eV
* LUMO energy: -0.3 eV



In order of decreasing stability: model 2, model 1, model 3.



Model 1:
Molecular formula: C6H11P
Method: DFT, ωB97M-V/def2-TZVPD

Atoms and positions in Å:
C1 2.51472 -0.25689 0.21698
C2 1.84931 -1.24610 -0.74930
C3 1.11875 0.26649 0.73641
C4 0.79163 1.61489 0.33002
C5 -2.20352 -0.71979 0.64156
C6 -1.10180 -1.12948 -0.38857
P1 0.46340 -1.46809 0.43233
H1 2.91208 -0.82077 1.13201
H2 3.11667 0.46354 -0.21866
H3 1.61711 -0.87397 -1.66137
H4 1.67184 2.12037 -0.28359
H5 0.38116 2.27363 1.16469
H6 0.00609 1.69745 -0.44321
H7 -1.75804 0.27548 1.12161
H8 -3.20363 -0.74597 0.23345
H9 -2.24789 -1.54159 1.41607
H10 -0.75481 -0.26574 -1.15760
H11 -1.27791 -2.12112 -0.84669

* orbital gap (alpha / beta): 8.3 / 7.5 eV
* LUMO energy (alpha / beta): 0.4 / 0.1 eV



Model 2:
Molecular formula: C6H11P
Method: DFT, ωB97M-V/def2-TZVPD

Atoms and positions in Å:
C1 0.33757 -0.75732 0.94386
C2 1.53694 -0.20573 0.91493
C3 -0.42276 -1.01992 -0.41738
C4 -1.86057 -0.63129 -0.65158
C5 -2.48187 0.69014 -0.19904
C6 -1.48420 1.49960 0.36979
P1 2.54529 0.52329 -0.46812
H1 -0.14117 -1.17518 1.85563
H2 2.05305 -0.12725 1.97966
H3 0.23425 -0.51711 -1.06838
H4 -0.27249 -2.07643 -0.46510
H5 -2.10155 -0.57299 -1.70789
H6 -2.42058 -1.39712 -0.16640
H7 -0.46309 1.21483 0.11841
H8 -1.51804 1.20321 1.48540
H9 -1.65998 2.54556 0.42280
H10 3.70427 -0.11641 0.10726
H11 2.46646 -0.43861 -1.52431

* orbital gap: 8.5 eV
* LUMO energy: 0.5 eV



In order of decreasing stability: model 1, model 2.



Model 1:
Molecular formula: C6H11N2O6P2PtS2
Method: DFT, ωB97M-V/def2-TZVPD

Atoms and positions in Å:
Pt1 -0.61001 -1.30525 0.55486
N1 2.25050 2.60398 0.74926
C1 1.39110 1.36082 0.77936
C2 1.60534 0.69876 2.14301
P1 2.01723 0.24540 -0.53918
O1 1.52904 0.93897 -1.88862
O2 3.46814 0.12459 -0.40066
O3 1.16328 -1.06321 -0.40020
P2 -0.37349 1.89542 0.61564
O4 -0.35573 2.84436 -0.64809
O5 -0.74262 2.56901 1.85346
O6 -1.09272 0.58147 0.17939
H1 3.24596 2.34940 0.78426
H2 2.02104 3.21292 1.54308
H3 2.08366 3.14289 -0.10745
H4 2.62713 0.33494 2.26114
H5 0.94370 -0.17020 2.26964
H6 1.33394 1.38305 2.94698
H7 2.22727 0.99617 -2.55936
H8 -0.57444 2.45765 -1.50605
S1 0.16570 -4.57343 1.13819
C3 -0.16517 -3.14334 0.89837
S2 -4.55111 -2.49943 -1.20443
C4 -3.32428 -2.42983 -2.39116
C5 -2.14233 -2.06860 -1.84557
N2 -2.23938 -1.87683 -0.48268
C6 -3.45357 -2.08182 -0.00550
H9 -3.53104 -2.64405 -3.42761
H10 -1.19625 -1.92546 -2.34370
H11 -3.72088 -1.95832 1.03361

* total charge: +2
* <S²>: 0.753
* orbital gap (alpha / beta): 7.6 / 6.3 eV
* multiplicity: 2
* LUMO energy (alpha / beta): -9.1 / -10.4 eV



Model 2:
Molecular formula: C6H11N2O6P2PtS2
Method: DFT, ωB97M-V/def2-TZVPD

Atoms and positions in Å:
Pt1 -0.33845 0.72015 1.68022
N1 0.12866 -1.58705 -2.42697
C1 0.06246 -2.02844 -0.98488
C2 -0.18249 -3.51574 -0.87880
P1 1.64418 -1.52663 -0.07521
O1 2.32227 -0.76937 -1.33946
O2 2.38334 -2.70748 0.36559
O3 1.34992 -0.47700 0.99307
P2 -1.28921 -1.05510 -0.16326
O4 -2.52743 -1.53464 -1.02154
O5 -0.97200 0.40521 -0.44423
O6 -1.38940 -1.34422 1.30517
H1 1.10216 -1.29566 -2.62621
H2 -0.46922 -0.77085 -2.58919
H3 -0.15332 -2.33722 -3.06363
H4 0.67295 -4.07620 -1.26047
H5 -1.07759 -3.81743 -1.42747
H6 -0.30143 -3.80171 0.16598
H7 3.25974 -0.57692 -1.18810
H8 -3.24608 -1.96377 -0.53265
S1 -0.02792 0.61942 4.89889
C3 -0.06883 1.35401 3.53809
S2 0.63059 5.28369 1.47893
C4 -0.71073 4.88905 0.49810
C5 -0.82673 3.54448 0.35067
N2 0.13905 2.84034 1.01810
C6 0.97875 3.61552 1.66457
H9 -1.34386 5.64693 0.06769
H10 -1.55903 3.02314 -0.24489
H11 1.80963 3.24349 2.24190

* total charge: +2
* <S²>: 0.757
* orbital gap (alpha / beta): 6.2 / 6.0 eV
* multiplicity: 2
* LUMO energy (alpha / beta): -10.2 / -10.3 eV



In order of decreasing stability: model 1, model 2.



Model 1:
Molecular formula: C5H14N3
Method: DFT, ωB97M-V/def2-TZVPD

Atoms and positions in Å:
C1 0.20154 1.09957 2.29024
C2 0.12450 0.15356 1.07365
C3 -1.00450 0.48437 0.11043
C4 -1.16167 -0.49903 -1.07610
N1 -0.04736 -0.42790 -2.00394
C5 0.81248 -1.36160 -2.30879
N2 0.90855 -2.52095 -1.70596
N3 0.22588 2.48662 1.99574
H1 -0.56031 0.87246 3.01358
H2 1.20431 0.93466 2.72852
H3 1.07610 0.02654 0.55640
H4 -0.05705 -0.82992 1.52256
H5 -0.93160 1.47039 -0.35531
H6 -1.96696 0.52063 0.62710
H7 -1.29184 -1.49642 -0.66826
H8 -2.11236 -0.26483 -1.55539
H9 0.09831 0.43231 -2.51541
H10 1.53900 -1.07176 -3.05944
H11 1.69641 -3.13227 -1.86488
H12 0.15357 -2.82528 -1.11257
H13 1.09208 2.80823 1.55082
H14 0.00091 3.14061 2.75699

* total charge: +2
* <S²>: 0.754
* orbital gap (alpha / beta): 12.0 / 6.7 eV
* multiplicity: 2
* LUMO energy (alpha / beta): -6.4 / -11.6 eV



Model 2:
Molecular formula: C5H14N3
Method: DFT, ωB97M-V/def2-TZVPD

Atoms and positions in Å:
C1 1.67301 1.46243 1.91610
C2 0.49808 1.39400 1.00561
C3 0.67580 0.65807 -0.35177
C4 -0.58627 -0.30843 -0.40910
N1 -1.15806 -3.26290 -0.42421
C5 -0.94117 -2.47409 -1.49224
N2 -0.57556 -1.23997 -1.52919
N3 0.19742 2.98019 0.59841
H1 1.62449 0.75714 2.75296
H2 1.76517 2.34402 2.53861
H3 2.61374 1.23584 1.40359
H4 -0.44310 1.18335 1.51792
H5 0.61032 1.28620 -1.23059
H6 1.65801 0.21115 -0.25325
H7 -1.39822 0.37883 -0.64991
H8 -0.75547 -0.75517 0.56034
H9 -0.83269 -3.06358 0.51941
H10 -1.27178 -4.27432 -0.49110
H11 -1.02668 -3.04844 -2.41913
H12 -0.74786 3.13766 0.95279
H13 0.79571 3.62880 1.11047
H14 0.15477 3.02552 -0.41496

* total charge: +2
* <S²>: 0.768
* orbital gap (alpha / beta): 12.5 / 7.7 eV
* multiplicity: 2
* LUMO energy (alpha / beta): -6.9 / -11.4 eV



In order of decreasing stability: model 1, model 2.